Formula: C4H6OS2
Source: the Open Molecules 2025 dataset
Level of theory: the ωB97M-V functional and the def2-TZVPD basis

CARTESIAN COORDINATES (ANGSTROEM)
S (0.2018, -2.7275, 0.7641)
S (-0.1049, 2.2529, -0.8832)
O (-1.9331, -0.1996, 1.1589)
C (-0.9913, -0.2571, 0.1463)
C (1.0326, -0.3396, -0.5531)
C (0.1184, -1.2759, 0.1426)
C (0.1960, 0.7697, 0.1094)
H (-1.4304, -0.2283, -0.8688)
H (-1.6160, -0.8715, 1.8203)
H (1.1660, 2.6970, -0.9417)
H (0.5029, 1.0301, 1.1386)
H (2.1220, -0.4446, -0.4177)
H (0.7362, -0.4057, -1.6157)

Calculated values
LUMO level   -0.397 eV
Spin multiplicity   1
Relative energy (zero: lowest compared OMol25 entry of this formula, charge and spin)   37.6 kcal/mol
Gap between HOMO and LUMO   8.68 eV